(1)
C10H13IrNP | ωB97M-V/def2-TZVPD

Computed properties:
Relative energy (zero: lowest compared OMol25 entry of this formula, charge and spin)   0.0 kJ/mol
HOMO (alpha / beta)   -4.40 / -8.20 eV
Expectation value of S²   6.044

Structure (ORCA input):
```
! RIJCOSX wB97M-V def2-TZVPD def2/J DEFGRID3
* xyz 0 5
C -1.107 -0.151 -2.617
C -1.825 0.966 -3.143
C -0.882 2.037 -3.186
C 0.426 1.478 -3.326
C 0.317 0.161 -2.744
Ir 0.064 -1.411 0.334
P -0.180 -3.136 -0.808
H -1.508 -1.054 -2.149
H -2.905 0.984 -3.289
H -1.123 3.108 -3.342
H 1.128 -0.497 -2.444
H 1.347 1.950 -3.660
H 0.937 -3.694 -1.522
H -1.192 -3.218 -1.829
H -0.557 -4.262 -0.042
C 0.854 1.154 4.134
C 0.926 1.868 2.937
C 0.675 1.235 1.704
N 0.355 -0.088 1.695
C 0.278 -0.805 2.829
C 0.532 -0.205 4.069
H 1.044 1.638 5.102
H 1.183 2.922 2.923
H 0.723 1.724 0.732
H 0.024 -1.868 2.688
H 0.467 -0.835 4.955
*
```



(2)
C10H13LuN2O5S | ωB97M-V/def2-TZVPD

Computed properties:
Relative energy (zero: lowest compared OMol25 entry of this formula, charge and spin)   160.1 kJ/mol
HOMO (alpha / beta)   -14.97 / -14.97 eV

Structure (ORCA input):
```
! RIJCOSX wB97M-V def2-TZVPD def2/J DEFGRID3
* xyz 2 1
O 2.807 -3.156 -5.722
C 2.534 -2.283 -5.040
Lu 0.754 -1.043 -2.112
C 1.069 -1.974 -0.018
O 1.172 -2.438 1.044
C 2.459 0.529 -2.775
O 3.270 1.373 -2.637
C -0.076 -0.739 -4.434
O -0.688 -0.431 -5.360
C 3.132 -1.112 -1.738
O 4.296 -1.041 -1.702
H 2.077 -0.205 -3.644
C -3.034 -1.481 1.897
C -2.145 -0.244 1.962
N -2.003 0.380 0.615
C -0.866 0.827 0.048
S -0.856 0.946 -1.685
N 0.155 1.295 0.837
C -0.237 2.182 1.986
C 0.580 1.800 3.195
H -4.002 -1.256 1.434
H -3.249 -1.838 2.909
H -2.521 -2.259 1.323
H -2.651 0.486 2.607
H -1.144 -0.477 2.361
H -2.752 0.125 -0.050
H 0.972 1.688 0.355
H -0.087 3.231 1.718
H -1.305 2.031 2.161
H 1.634 2.078 3.063
H 0.168 2.291 4.079
H 0.535 0.715 3.322
*
```



(3)
C10H13N2 | ωB97M-V/def2-TZVPD

Computed properties:
Relative energy (zero: lowest compared OMol25 entry of this formula, charge and spin)   318.2 kJ/mol
SMILES   C=N[C@H](C)[N+](=C)c1ccccc1
HOMO   -13.26 eV

Structure (ORCA input):
```
! RIJCOSX wB97M-V def2-TZVPD def2/J DEFGRID3
* xyz 1 1
C 0.614 1.333 -3.564
N 0.083 1.433 -2.430
C 0.449 0.693 -1.327
C 0.574 -0.875 -1.486
N -0.508 0.830 -0.061
C -1.522 1.511 -0.280
C -0.382 0.092 1.162
C 0.789 0.310 1.952
C 0.853 -0.280 3.225
C -0.037 -1.265 3.584
C -1.179 -1.468 2.763
C -1.415 -0.741 1.634
H 1.310 0.452 -3.918
H 0.178 1.892 -4.435
H 1.419 0.963 -0.952
H 1.625 -1.135 -1.688
H -0.113 -1.174 -2.265
H 0.345 -1.396 -0.505
H -1.572 1.985 -1.303
H -2.235 1.684 0.451
H 1.524 1.084 1.623
H 1.788 -0.171 3.770
H -0.115 -1.708 4.527
H -1.859 -2.137 3.084
H -2.348 -0.989 1.017
*
```



(4)
C10H13N2O | ωB97M-V/def2-TZVPD

Computed properties:
Relative energy (zero: lowest compared OMol25 entry of this formula, charge and spin)   346.7 kJ/mol
SMILES   Cc1cccc2c1[N+](C)(C)NC2=O
HOMO   -13.60 eV

Structure (ORCA input):
```
! RIJCOSX wB97M-V def2-TZVPD def2/J DEFGRID3
* xyz 1 1
C -1.812 1.086 -0.094
C -0.315 1.294 0.020
C 0.191 2.620 0.114
C 1.527 2.950 0.158
C 2.476 1.986 0.049
C 2.062 0.709 -0.160
C 0.705 0.374 -0.076
N 0.601 -1.219 -0.050
C -0.196 -1.828 -1.148
C 0.009 -1.577 1.347
N 1.923 -1.587 -0.157
C 2.868 -0.525 -0.121
O 4.072 -0.689 -0.069
H -2.208 1.542 0.773
H -2.246 1.687 -1.046
H -2.016 0.013 -0.102
H -0.565 3.504 0.121
H 1.854 4.015 0.183
H 3.448 2.449 -0.039
H 0.609 -2.028 -1.910
H -0.810 -2.645 -0.752
H -0.863 -0.984 -1.422
H 0.691 -1.086 2.094
H -0.934 -0.943 1.303
H -0.298 -2.661 1.244
H 2.076 -2.649 -0.152
*
```



Which formula does entry 3 have? C10H13N2



Which of these has the highest relative energy (zero: lowest compared OMol25 entry of this formula, charge and spin)? C10H13N2O



Number 2 is which compound? C10H13LuN2O5S